[1]
{
  "formula": "C10H20ClN4O",
  "method": "ωB97M-V with the def2-TZVPD basis set",
  "species": ["C", "C", "C", "Cl", "N", "C", "N", "N", "C", "C", "C", "C", "C", "O", "C", "N", "H", "H", "H", "H", "H", "H", "H", "H", "H", "H", "H", "H", "H", "H", "H", "H", "H", "H", "H", "H"],
  "xyz": [[3.64, 0.65, 1.16], [2.60, 0.56, 0.04], [2.57, -0.77, -0.72], [3.22, -2.16, 0.14], [1.13, -1.01, -1.20], [0.37, -1.86, -0.51], [0.46, -3.20, -0.67], [-0.56, -1.28, 0.39], [-1.97, -1.30, -0.07], [-2.48, 0.06, -0.60], [-1.67, 1.31, -0.21], [-2.54, 2.23, 0.65], [-1.20, 2.10, -1.46], [-0.38, -1.96, 1.66], [-0.54, -1.06, 2.59], [-0.66, -0.21, 3.35], [4.65, 0.71, 0.77], [3.54, -0.13, 1.90], [3.46, 1.59, 1.67], [1.62, 0.83, 0.43], [2.86, 1.31, -0.70], [3.17, -0.67, -1.62], [0.64, -0.11, -1.15], [0.93, -3.77, 0.02], [0.11, -3.67, -1.49], [-2.59, -1.70, 0.72], [-2.05, -2.04, -0.87], [-2.62, -0.02, -1.67], [-3.48, 0.18, -0.20], [-0.80, 1.09, 0.39], [-1.95, 3.11, 0.92], [-3.42, 2.56, 0.11], [-2.81, 1.75, 1.59], [-0.12, 2.04, -1.57], [-1.50, 3.14, -1.40], [-1.62, 1.70, -2.38]],
  "gap_ev": 8.00,
  "charge": 1,
  "max_force_ev_per_a": 1.84,
  "e_above_lowest_kcal_mol": 26.6,
  "e_lumo_ev": -6.15,
  "smiles": "CC[C@@H](Cl)N/C(N)=[N+](\\CCC(C)C)OC#N"
}

=====

[2]
{
  "formula": "C45H50IrN6O5P3S5SbTe",
  "method": "ωB97M-V with the def2-TZVPD basis set",
  "species": ["Ir", "Te", "C", "C", "C", "N", "C", "C", "C", "P", "C", "C", "C", "C", "C", "C", "C", "C", "C", "C", "C", "C", "P", "C", "C", "C", "C", "C", "C", "C", "C", "C", "C", "C", "C", "H", "H", "H", "H", "H", "H", "H", "H", "H", "H", "H", "H", "H", "H", "H", "H", "H", "H", "H", "H", "H", "H", "H", "H", "S", "Sb", "S", "S", "S", "O", "N", "C", "C", "N", "C", "N", "C", "C", "C", "C", "O", "P", "O", "O", "O", "C", "C", "C", "C", "H", "H", "H", "H", "H", "H", "H", "H", "H", "H", "H", "H", "H", "H", "H", "H", "H", "H", "C", "N", "C", "C", "N", "C", "S", "H", "H", "H", "H", "H", "H", "H", "H"],
  "xyz": [[0.76, 0.65, -0.22], [-3.20, -1.89, -2.54], [-4.52, -0.73, -3.71], [-5.40, -1.33, -4.61], [-6.28, -0.54, -5.33], [-6.35, 0.79, -5.22], [-5.51, 1.36, -4.35], [-4.60, 0.66, -3.59], [-2.06, -0.39, -1.73], [-2.37, 0.19, -0.04], [-1.60, 1.87, -0.23], [-1.72, 2.64, -1.41], [-1.37, 3.97, -1.42], [-0.87, 4.57, -0.26], [-0.75, 3.85, 0.90], [-1.10, 2.49, 0.92], [-4.15, 0.68, 0.00], [-5.05, -0.36, 0.27], [-6.42, -0.12, 0.38], [-6.91, 1.17, 0.24], [-6.03, 2.21, 0.01], [-4.66, 1.97, -0.12], [-0.33, -0.51, -1.90], [0.14, 0.19, -3.53], [-0.85, 0.75, -4.33], [-0.53, 1.33, -5.56], [0.79, 1.35, -5.99], [1.78, 0.77, -5.21], [1.46, 0.19, -3.99], [0.21, -2.26, -2.03], [0.15, -3.06, -0.78], [0.12, -4.60, -0.94], [0.23, -5.11, -2.31], [0.46, -4.30, -3.35], [0.43, -2.86, -3.22], [-5.40, -2.40, -4.76], [-6.96, -1.00, -6.04], [-5.58, 2.44, -4.26], [-3.95, 1.17, -2.89], [-2.09, 2.15, -2.30], [-1.45, 4.54, -2.33], [-0.56, 5.61, -0.27], [-0.40, 4.33, 1.81], [-1.06, 1.94, 1.84], [-4.67, -1.37, 0.40], [-7.09, -0.94, 0.57], [-7.97, 1.36, 0.33], [-6.40, 3.23, -0.09], [-4.00, 2.80, -0.31], [-1.87, 0.72, -3.99], [-1.31, 1.76, -6.16], [1.04, 1.80, -6.94], [2.81, 0.76, -5.55], [2.23, -0.27, -3.40], [-0.17, -2.06, 0.87], [-0.50, -5.16, -0.25], [0.10, -6.17, -2.47], [0.60, -4.71, -4.34], [0.49, -2.27, -4.12], [2.23, 6.11, 1.58], [2.38, 4.04, 2.52], [1.61, 2.51, -1.25], [2.45, 2.32, 0.63], [4.35, 3.30, 3.37], [-0.68, -2.50, 0.17], [1.20, -3.89, -0.32], [2.59, -3.93, -0.65], [3.17, -3.99, -1.93], [3.70, -4.06, -2.96], [3.45, -3.71, 0.42], [4.17, -3.46, 1.31], [-2.59, 1.84, 4.01], [-2.36, 0.34, 4.19], [-1.80, 0.06, 5.58], [-3.66, -0.42, 3.97], [-1.50, -0.15, 3.14], [0.09, -0.01, 3.05], [0.58, 1.33, 3.47], [0.42, -0.49, 1.64], [0.52, -1.16, 4.08], [1.83, -1.27, 4.69], [1.93, -0.29, 5.85], [1.90, -2.71, 5.18], [2.91, -1.01, 3.66], [-3.23, 2.21, 4.81], [-3.08, 2.04, 3.06], [-1.63, 2.37, 4.05], [-2.53, 0.35, 6.33], [-0.88, 0.62, 5.75], [-1.58, -1.01, 5.69], [-4.42, -0.08, 4.68], [-3.50, -1.49, 4.10], [-4.02, -0.25, 2.96], [1.15, -0.50, 6.59], [1.82, 0.73, 5.49], [2.90, -0.39, 6.34], [1.08, -2.91, 5.87], [2.84, -2.89, 5.69], [1.82, -3.39, 4.33], [2.88, 0.02, 3.31], [2.77, -1.69, 2.82], [3.90, -1.20, 4.09], [4.72, 1.50, -1.93], [4.88, 0.75, -0.71], [5.92, 1.11, 0.26], [5.83, -0.03, 1.28], [4.51, -0.57, 0.99], [4.03, -0.10, -0.15], [2.54, -0.74, -0.82], [4.57, 2.56, -1.71], [3.84, 1.14, -2.45], [5.61, 1.37, -2.54], [5.65, 2.07, 0.72], [6.89, 1.19, -0.23], [5.89, 0.33, 2.30], [6.59, -0.81, 1.12], [4.19, -1.47, 1.35]],
  "gap_ev": [5.89, 4.67],
  "charge": -2,
  "s2": 0.763,
  "max_force_ev_per_a": 0.93,
  "e_above_lowest_kcal_mol": 36.1,
  "e_lumo_ev": [3.60, 2.38],
  "spin_multiplicity": 2
}

=====

[3]
{
  "formula": "H9N3Si2",
  "method": "ωB97M-V with the def2-TZVPD basis set",
  "species": ["N", "N", "N", "Si", "Si", "H", "H", "H", "H", "H", "H", "H", "H", "H"],
  "xyz": [[1.98, 0.04, -1.03], [-2.08, 0.92, 0.75], [-2.54, -1.31, -0.69], [2.65, 0.26, 0.53], [-1.61, -0.82, 0.64], [1.05, -0.36, -1.05], [2.04, 0.81, -1.66], [-3.04, 1.23, 0.59], [-1.61, 1.59, 1.31], [-2.95, -0.75, -1.42], [-2.64, -2.30, -0.78], [1.99, 1.30, 1.22], [4.27, 0.39, 0.39], [2.50, -1.02, 1.22]],
  "gap_ev": [6.41, 7.34],
  "charge": 0,
  "s2": 2.003,
  "max_force_ev_per_a": 3.09,
  "e_above_lowest_kcal_mol": 0.0,
  "e_lumo_ev": [0.99, -2.28],
  "spin_multiplicity": 3
}